DFT (the ωB97M-V functional and the def2-TZVPD basis) results for a cluster of 8 separate species, C48H120N8O16 in total.

Last column: Mulliken charge in e.
Positions of all 192 atoms, in Å:
C -8.8862 6.7138 -18.7023  -0.495
O -8.8349 6.4600 -17.2832  -0.321
C -9.7202 7.3808 -16.6275  -0.671
C -11.2398 7.3576 -16.9575  -0.768
N -11.6604 8.2605 -17.9835  -0.313
C -12.9268 7.7724 -18.6119  -0.488
C -13.6192 8.7761 -19.5060  -0.613
O -14.1043 9.8897 -18.7234  -0.374
C -15.2464 9.5832 -17.9318  -0.713
H -9.9299 6.5596 -18.9762  0.105
H -8.3561 5.9464 -19.2664  0.270
H -8.4283 7.6617 -18.9850  0.292
H -9.3369 8.4012 -16.6312  0.371
H -9.6201 6.9238 -15.6430  0.325
H -11.6987 7.5730 -15.9925  0.420
H -11.2426 6.3029 -17.2324  0.451
H -12.0356 9.0699 -17.5099  0.290
H -13.7474 7.4689 -17.9618  0.275
H -12.5780 6.9478 -19.2336  0.396
H -14.4776 8.3351 -20.0128  0.366
H -12.9853 9.1996 -20.2851  0.334
H -15.5358 10.5407 -17.4990  0.266
H -15.0764 8.9606 -17.0534  0.280
H -16.0139 9.0650 -18.5067  0.315
C 1.0668 2.3828 -20.4595  -0.781
O 2.4146 1.9941 -20.6447  -0.278
C 3.2098 2.6836 -21.5873  -0.903
C 3.5969 1.7343 -22.7533  -0.365
N 4.5568 0.7260 -22.3016  -0.243
C 5.1218 -0.2634 -23.2722  -0.464
C 6.0309 0.4877 -24.3273  -0.805
O 5.5269 0.6487 -25.5685  -0.351
C 5.5107 -0.6125 -26.2188  -0.802
H 0.5872 2.7422 -21.3699  0.355
H 0.9858 3.1504 -19.6899  0.300
H 0.5622 1.5602 -19.9525  0.235
H 3.9457 3.0742 -20.8845  0.346
H 2.7221 3.5537 -22.0268  0.418
H 4.0360 2.1480 -23.6611  0.402
H 2.6208 1.3200 -23.0059  0.216
H 4.3653 0.5377 -21.3280  0.180
H 4.2080 -0.6891 -23.6867  0.294
H 5.7283 -1.0339 -22.7962  0.352
H 6.9140 -0.1434 -24.2280  0.397
H 6.2418 1.4213 -23.8058  0.587
H 5.3923 -0.4731 -27.2933  0.273
H 4.6963 -1.2503 -25.8754  0.295
H 6.4376 -1.1803 -26.1381  0.340
C -11.3145 9.0846 -8.1536  -0.711
O -12.6771 8.8391 -8.2244  -0.380
C -13.3690 9.0367 -6.9829  -0.485
C -14.6632 8.2498 -6.8111  -0.793
N -14.4172 6.8503 -7.1837  -0.394
C -13.7417 5.9776 -6.1444  -0.474
C -13.9151 4.4601 -6.5009  -0.522
O -15.1265 4.0048 -5.9538  -0.292
C -15.5032 2.6690 -6.2618  -0.758
H -10.9213 9.1819 -9.1656  0.233
H -10.8456 8.2283 -7.6689  0.304
H -11.0781 10.0394 -7.6839  0.312
H -13.6654 10.0646 -6.7738  0.414
H -12.6521 8.9607 -6.1654  0.412
H -15.4205 8.7326 -7.4287  0.313
H -15.1571 8.3500 -5.8446  0.353
H -13.7542 6.9008 -7.9440  0.308
H -14.2118 6.2163 -5.1904  0.373
H -12.6612 6.1191 -6.1686  0.249
H -13.1437 3.8581 -6.0206  0.379
H -13.9579 4.3088 -7.5795  0.301
H -16.2906 2.4624 -5.5370  0.264
H -14.6898 2.0434 -5.8943  0.318
H -15.6746 2.4655 -7.3189  0.275
C -3.2203 11.6552 -14.5278  -0.729
O -1.7892 11.8448 -14.7005  -0.233
C -1.4052 13.2344 -14.6379  -0.710
C 0.1441 13.1996 -14.5491  -0.511
N 0.6495 13.2257 -13.1020  -0.505
C 0.1448 12.0274 -12.4539  -0.232
C 0.8466 11.4230 -11.1980  -0.809
O 2.1080 10.8117 -11.4086  -0.376
C 2.2215 9.7584 -12.4111  -0.541
H -3.6442 10.6973 -14.8293  0.169
H -3.7049 12.4343 -15.1162  0.326
H -3.3631 11.8663 -13.4680  0.309
H -1.7539 13.8034 -13.7760  0.393
H -1.7437 13.7116 -15.5575  0.492
H 0.5905 14.1041 -14.9623  0.486
H 0.5018 12.3708 -15.1600  0.231
H 1.6319 13.0399 -12.9589  0.304
H 0.0346 11.2036 -13.1592  0.297
H -0.8568 12.1435 -12.0399  0.148
H 0.2021 10.7507 -10.6316  0.388
H 0.8974 12.2537 -10.4941  0.391
H 1.8134 9.9797 -13.3973  0.104
H 1.6044 8.8931 -12.1689  0.337
H 3.2179 9.3814 -12.6416  0.271
C -3.9834 3.9370 -15.4192  -0.687
O -2.9885 4.8629 -15.8315  -0.248
C -3.2413 6.2772 -15.8197  -0.585
C -2.0843 6.9952 -15.1835  -0.786
N -2.1685 6.8546 -13.6747  -0.316
C -3.2458 7.5653 -12.9962  0.005
C -3.3420 7.2943 -11.4736  -0.631
O -4.6846 7.6747 -11.0524  -0.350
C -5.4983 6.4798 -11.0857  -0.699
H -4.3100 4.1096 -14.3937  0.258
H -3.4542 2.9842 -15.4190  0.237
H -4.8160 3.7928 -16.1078  0.290
H -4.1437 6.8145 -15.5282  0.363
H -3.1072 6.5224 -16.8733  0.449
H -1.9380 7.9983 -15.5841  0.347
H -1.1996 6.5190 -15.6062  0.323
H -2.2609 5.8592 -13.5303  0.290
H -4.2085 7.2890 -13.4261  0.110
H -3.3404 8.6505 -12.9556  0.096
H -2.5957 7.8056 -10.8655  0.338
H -3.0234 6.2691 -11.2850  0.364
H -6.3635 6.4352 -10.4242  0.312
H -4.9356 5.6319 -10.6953  0.287
H -5.8867 6.2486 -12.0776  0.239
C 4.4935 9.5240 -16.0958  -0.653
O 5.5688 10.3444 -16.5945  -0.355
C 6.1898 10.9789 -15.5486  -0.505
C 7.3302 11.8738 -16.0430  -0.598
N 7.5973 13.0096 -15.1492  -0.290
C 8.7369 12.8738 -14.2844  -0.638
C 8.6694 14.0009 -13.1801  -0.449
O 9.6742 13.7642 -12.1939  -0.321
C 9.8018 14.7456 -11.1609  -0.719
H 4.7977 8.7979 -15.3420  0.305
H 4.1109 8.8899 -16.8956  0.314
H 3.6603 10.1886 -15.8671  0.215
H 6.6363 10.3044 -14.8180  0.284
H 5.4590 11.5292 -14.9561  0.364
H 6.7570 12.2757 -16.8785  0.402
H 8.1741 11.2485 -16.3346  0.231
H 7.8361 13.8499 -15.6560  0.239
H 9.6214 12.9125 -14.9202  0.363
H 8.7753 11.9558 -13.6979  0.355
H 7.7018 13.8572 -12.6993  0.312
H 8.6841 15.0006 -13.6143  0.319
H 10.8422 15.0506 -11.0483  0.254
H 9.5525 14.3316 -10.1838  0.249
H 9.2758 15.6801 -11.3561  0.321
C 5.5273 0.8692 -16.9350  -0.543
O 6.2784 0.8474 -15.7408  -0.378
C 6.1501 2.0661 -14.9352  -0.864
C 4.8627 2.2918 -14.0708  -0.076
N 3.8861 3.1351 -14.6873  -0.442
C 2.6109 3.1112 -14.0078  -0.769
C 1.8327 1.7658 -14.1809  -0.594
O 2.1020 1.1424 -15.4434  -0.185
C 1.9784 -0.3636 -15.5201  -0.862
H 5.4097 -0.1278 -17.3595  0.254
H 6.0799 1.4947 -17.6361  0.332
H 4.5770 1.3398 -16.6830  0.135
H 6.4480 2.8719 -15.6060  0.394
H 6.9610 1.9304 -14.2195  0.312
H 5.1843 2.7544 -13.1378  0.455
H 4.4950 1.2767 -13.9206  0.156
H 3.7106 2.6733 -15.5683  0.187
H 1.9746 3.8331 -14.5197  0.345
H 2.7052 3.3768 -12.9549  0.432
H 0.7998 1.9032 -13.8612  0.432
H 2.2616 1.0599 -13.4698  0.333
H 2.9184 -0.8300 -15.2252  0.331
H 1.9839 -0.7715 -16.5309  0.269
H 1.0888 -0.7783 -15.0459  0.349
C 7.2881 -3.0972 -7.5160  -0.754
O 6.7114 -1.9172 -8.0615  -0.328
C 5.2793 -1.9568 -8.2185  -0.533
C 4.4034 -0.6592 -8.3296  -0.511
N 4.9377 0.3954 -7.5591  -0.389
C 4.4519 1.6576 -8.0180  -0.548
C 3.0362 2.1057 -7.6063  -0.454
O 2.3246 2.6614 -8.7488  -0.319
C 1.0106 2.1985 -8.9568  -0.777
H 7.3083 -3.9659 -8.1740  0.308
H 6.9273 -3.5291 -6.5825  0.330
H 8.3134 -2.7964 -7.3004  0.261
H 4.9573 -2.4698 -7.3122  0.352
H 5.1198 -2.5701 -9.1053  0.310
H 3.4326 -0.8534 -7.8736  0.207
H 4.2645 -0.4439 -9.3890  0.315
H 5.9267 0.2752 -7.7250  0.268
H 4.5182 1.7228 -9.1040  0.338
H 5.0485 2.4762 -7.6156  0.384
H 3.0998 2.6303 -6.6530  0.285
H 2.4803 1.2068 -7.3400  0.343
H 0.5324 2.8633 -9.6761  0.253
H 0.6105 2.5498 -8.0057  0.389
H 0.9726 1.1134 -9.0538  0.274

Atoms 1-6, force components in eV/Å:
C -0.1 -1.2 0.4
O -0.5 1.0 -1.7
C 0.4 -0.5 1.2
C 2.6 -0.8 0.6
N -2.3 0.4 -0.6
C 0.8 -0.2 -1.2

2S+1: 1
Molar mass in g mol⁻¹: 1065.53
Net charge: 0
Highest occupied orbital energy in eV: -7.96